Record 1
Formula: C8H9Cl2FN2O2
Source: the Open Molecules 2025 dataset
Level of theory: ωB97M-V with the def2-TZVPD basis set

Geometry as XYZ:
```
24
C8H9Cl2FN2O2 ωB97M-V with the def2-TZVPD basis set
H -0.29 2.83 3.34
H -0.38 -2.46 -5.51
H 3.04 0.16 -4.97
H 1.22 0.81 4.08
C 2.13 -0.33 -4.65
C 0.31 0.21 4.15
N -2.12 -0.17 3.51
C -0.77 0.71 3.22
H -1.96 2.54 2.73
C 1.41 -1.18 -5.45
C -0.12 -1.47 -3.61
C -1.16 2.17 3.42
C 1.68 -0.07 -3.35
F -0.44 0.47 1.94
H -0.01 0.29 5.20
N 0.57 -0.62 -2.84
O -3.21 0.34 3.21
H 1.72 -1.37 -6.47
Cl 2.58 1.00 -2.37
H 0.59 -0.87 4.00
H -1.53 2.34 4.44
O -1.98 -1.34 3.86
C 0.25 -1.77 -4.94
Cl -1.53 -2.21 -2.94
```

Frontier orbital gap ... 9.676 eV

---

Record 2
Formula: C8H9ClNO
Source: the Open Molecules 2025 dataset
Level of theory: ωB97M-V with the def2-TZVPD basis set

Geometry as XYZ:
```
20
C8H9ClNO ωB97M-V with the def2-TZVPD basis set
H -2.63 1.51 -2.22
C -2.26 0.97 -1.25
O 0.86 -1.82 -0.52
C -0.88 1.01 -0.85
C 0.75 0.77 0.86
C -3.14 0.23 -0.45
H -3.37 -0.98 1.35
H -0.02 1.46 -1.41
C -2.64 -0.30 0.73
C 3.05 -0.61 -0.55
H 3.24 -0.76 -1.58
H -4.23 0.10 -0.77
C 1.78 -1.12 -0.34
Cl 1.77 2.18 0.37
C -1.32 -0.15 1.09
H 1.02 0.70 1.88
N -0.49 0.58 0.34
H 3.75 -0.92 0.16
H 3.07 0.56 -0.35
H -1.19 -0.45 2.16
```

Total charge ... +1
Frontier orbital gap (alpha / beta) ... 7.530 / 7.530 eV

---

Energy above the lowest of the compared OMol25 structures with the same formula, charge and spin, respectively: 0.0 198.2 kJ/mol.